(1)
Computed, not measured: a molecular structure, C41H49CaCl3NO2S, with the ωB97M-V functional and the def2-TZVPD basis.

The geometry in XYZ format:
```
98
Properties=species:S:1:pos:R:3:forces:R:3:mulliken_charge:R:1
Ca -0.910042 0.169320 -0.084714 -0.4 -0.2 -0.2 1.417
C 5.249125 2.654305 3.754445 0.0 0.0 0.0 -1.706
C 5.285118 1.304573 3.022645 0.0 0.0 0.0 2.163
C 6.152823 1.458109 1.773781 0.0 0.0 0.0 -2.133
C 5.938690 0.249108 3.927307 0.0 0.0 0.0 -1.796
C 3.863797 0.869328 2.683140 0.1 0.0 0.0 -1.259
C 3.414578 0.702472 1.419374 0.1 0.0 -0.1 0.042
C 2.051337 0.347415 1.143331 0.1 0.0 0.1 -1.805
N 1.517550 0.177530 -0.052210 -0.3 0.1 0.0 0.882
C 2.098484 0.066833 -1.265547 0.1 0.0 0.0 -2.313
C 3.454770 -0.271527 -1.491995 0.1 -0.1 0.0 0.128
C 3.979412 -0.356460 -2.749474 0.0 0.0 0.1 -1.860
C 3.117814 -0.052556 -3.832044 -0.1 0.0 0.0 0.394
C 1.779345 0.224637 -3.712155 0.1 0.0 -0.1 -0.495
C 1.181934 0.178827 -2.396192 -0.1 0.0 -0.1 2.006
O -0.069684 0.228635 -2.225321 0.2 0.0 0.3 -1.156
C 0.986113 0.481033 -5.006996 0.0 0.0 -0.1 2.047
C 0.954752 -0.814642 -5.833546 0.0 0.0 0.0 -1.516
C 1.692705 1.580029 -5.820828 0.0 0.0 0.0 -1.759
C -0.463236 0.947844 -4.818267 0.0 0.0 0.0 -2.032
C 5.431007 -0.794866 -2.949001 0.0 0.0 0.0 2.244
C 5.847230 -0.780723 -4.421315 0.0 0.0 0.0 -2.297
C 6.369245 0.150014 -2.184539 0.0 0.0 0.0 -1.405
C 5.611554 -2.224059 -2.415768 0.0 0.0 0.0 -1.688
C 1.095414 0.233593 2.268435 0.0 0.0 0.0 1.812
O -0.103064 -0.036777 2.065007 0.2 0.1 -0.3 -1.167
C 1.615445 0.413839 3.620613 0.1 0.0 0.1 -0.506
C 2.938015 0.681602 3.763720 -0.1 0.0 0.0 -0.012
C 0.751017 0.288897 4.887862 0.0 0.0 0.1 2.226
C -0.763244 0.195543 4.658227 0.0 0.0 0.0 -2.023
C 1.186854 -0.980673 5.638542 0.0 0.0 0.0 -1.607
C 0.984695 1.517163 5.785543 0.0 0.0 0.0 -1.774
H 6.263076 2.973587 4.008435 0.0 0.0 0.0 0.431
H 4.673221 2.597767 4.679604 0.0 0.0 0.0 0.350
H 4.793357 3.418380 3.122299 0.0 0.0 0.0 0.372
H 7.162046 1.758580 2.062431 0.0 0.0 0.0 0.515
H 5.756871 2.219741 1.099447 0.0 0.0 0.0 0.390
H 6.227291 0.516261 1.226101 0.0 0.0 0.0 0.320
H 6.958911 0.549253 4.178904 0.0 0.0 0.0 0.473
H 5.978149 -0.716859 3.420228 0.0 0.0 0.0 0.365
H 5.390905 0.116587 4.861320 0.0 0.0 0.0 0.323
H 4.056836 0.931751 0.583911 0.0 0.0 0.0 1.278
H 4.061292 -0.560850 -0.644516 0.0 0.0 0.0 1.477
H 3.534557 -0.077064 -4.829707 0.0 0.0 0.0 0.326
H 1.961393 -1.155111 -6.085904 0.0 0.0 0.0 0.300
H 0.403808 -0.656651 -6.764645 0.0 0.0 0.0 0.462
H 0.459072 -1.609595 -5.272893 0.0 0.0 0.0 0.280
H 2.714105 1.310107 -6.091279 0.0 0.0 0.0 0.292
H 1.727477 2.509901 -5.250218 0.0 0.0 0.0 0.401
H 1.142179 1.766696 -6.746056 0.0 0.0 0.0 0.466
H -1.082177 0.182733 -4.358979 0.0 0.0 0.0 0.244
H -0.875380 1.186752 -5.803399 0.0 0.0 0.0 0.485
H -0.522150 1.839084 -4.194391 0.0 0.0 0.0 0.459
H 5.754111 0.217521 -4.854455 0.0 0.0 0.0 0.392
H 5.247367 -1.473098 -5.015447 0.0 0.0 0.0 0.418
H 6.891883 -1.087119 -4.506426 0.0 0.0 0.0 0.450
H 6.255633 1.175257 -2.542281 0.0 0.0 0.0 0.325
H 7.411157 -0.152662 -2.320364 0.0 0.0 0.0 0.507
H 6.154015 0.143811 -1.115300 0.0 0.0 0.0 0.088
H 4.959668 -2.916960 -2.950943 0.0 0.0 0.0 0.360
H 5.362386 -2.284497 -1.355564 0.0 0.0 0.0 0.316
H 6.646827 -2.553277 -2.541532 0.0 0.0 0.0 0.447
H 3.327204 0.805264 4.767003 0.0 0.0 0.0 0.316
H -1.043005 -0.706028 4.119393 0.0 0.0 0.0 0.220
H -1.141014 1.052206 4.101303 0.0 0.0 0.0 0.445
H -1.250517 0.180169 5.637535 0.0 0.0 0.0 0.520
H 1.022351 -1.862993 5.016997 0.0 0.0 0.0 0.301
H 0.603525 -1.095071 6.555757 0.0 0.0 0.0 0.463
H 2.244880 -0.944242 5.907389 0.0 0.0 0.0 0.290
H 0.698335 2.429963 5.260144 0.0 0.0 0.0 0.396
H 2.024354 1.616831 6.100268 0.0 0.0 0.0 0.341
H 0.372923 1.434456 6.686612 0.0 0.0 0.0 0.460
Cl -3.707261 0.883275 0.207088 0.0 0.0 0.0 0.001
C -3.913085 2.624855 0.220953 0.0 0.1 0.0 0.696
C -5.230174 3.048788 0.242415 0.0 0.0 0.0 -0.831
C -5.518421 4.400739 0.258383 -0.1 0.0 0.0 -0.346
C -4.470419 5.307015 0.252771 0.1 0.0 0.0 -0.743
C -3.163814 4.858274 0.230006 0.0 -0.1 0.0 0.257
Cl -1.920255 6.072828 0.224971 0.0 0.0 0.0 -0.237
C -2.798068 3.487133 0.211630 -0.2 0.2 0.0 -0.029
S -1.142782 3.007880 0.183405 0.1 -0.3 0.0 -0.371
H -6.019759 2.309587 0.246509 0.0 0.0 0.0 0.399
H -6.544087 4.744012 0.274973 0.0 0.0 0.0 0.339
H -4.654471 6.372681 0.265075 0.0 0.0 0.0 0.388
Cl -1.609254 -3.202469 2.448837 0.0 0.0 0.1 -0.255
C -2.415849 -2.858048 0.934335 0.0 0.0 0.0 0.810
C -3.794641 -2.885237 0.917523 0.1 0.0 0.0 -0.595
C -4.496893 -2.631199 -0.256169 0.0 0.0 0.0 -0.511
C -3.765393 -2.340238 -1.405573 0.0 0.0 0.0 -0.676
C -2.386993 -2.315220 -1.392973 0.1 0.1 0.1 0.081
C -1.610189 -2.595798 -0.218150 -0.1 0.4 0.1 -0.167
C -0.218346 -2.442738 -0.200289 0.1 0.0 0.0 -1.416
H -4.318124 -3.106637 1.839056 0.0 0.0 0.0 0.376
H -5.578092 -2.644669 -0.265004 0.0 0.0 0.0 0.375
H -4.283213 -2.119796 -2.332386 0.0 0.0 0.0 0.367
H -1.844293 -2.081717 -2.303514 0.0 0.0 0.0 0.278
H 0.302258 -2.392750 -1.149840 0.0 0.0 0.0 0.400
H 0.349134 -2.735099 0.671224 0.0 0.0 0.0 0.297
```
Positions in Å, forces in eV/Å.

* ΔE to the lowest compared entry with this formula, charge and spin: 88.4 kJ/mol
* total charge: -1
* strongest force on any atom: 0.47 eV Å⁻¹
* energy: -115744.45372 eV
* HOMO-LUMO gap (alpha / beta): 4.20 / 4.22 eV



(2)
Computed, not measured: a molecular structure, C41H49O2P2Sb2Ti in a non-equilibrium geometry, with the ωB97M-V functional and the def2-TZVPD basis.

The geometry in XYZ format:
```
97
Properties=species:S:1:pos:R:3:forces:R:3:mulliken_charge:R:1
Ti -0.450685 0.121429 -0.154132 -0.2 1.2 1.9 -0.441
C 0.054593 -1.344547 3.507548 0.0 0.0 -0.1 -1.517
C 0.376319 -2.367822 2.401151 -0.1 0.1 0.0 -0.647
P -0.447468 -2.167365 0.752145 0.7 -1.7 0.2 1.161
C 0.482696 -3.242454 -0.386158 -0.2 0.3 0.0 0.457
C 0.834600 -2.730974 -1.639143 -0.3 0.1 0.3 0.857
C 1.529103 -3.520518 -2.539077 0.0 0.1 -0.1 -1.092
C 1.872546 -4.820271 -2.194034 -0.1 0.1 0.0 -0.710
C 1.489192 -5.344067 -0.968069 0.0 0.0 0.1 -0.831
C 0.791108 -4.564067 -0.061297 0.0 0.3 0.0 -0.453
C -2.058447 -2.993133 0.853165 0.0 0.2 -0.1 0.683
C -2.628508 -3.499929 -0.317259 0.2 0.1 0.1 -0.607
C -3.813984 -4.212226 -0.249585 -0.1 0.0 0.0 -0.901
C -4.433034 -4.422743 0.975662 0.0 0.0 0.0 -0.721
C -3.882956 -3.888767 2.131612 0.0 0.0 0.1 -0.779
C -2.705013 -3.167723 2.075607 0.1 0.0 -0.2 -0.610
C -0.204418 0.077475 2.997316 -0.2 -0.2 -0.2 -0.011
P -1.860414 0.136090 2.134319 1.0 1.4 0.4 1.390
C -1.649487 1.669343 1.087278 0.1 -0.2 0.0 -0.357
C -2.679446 1.844855 0.133909 -0.2 0.0 0.0 -0.496
C -2.824431 3.042329 -0.546528 0.0 0.0 0.1 -1.070
C -1.966667 4.101398 -0.265404 -0.1 -0.2 0.1 -0.704
C -0.954976 3.950916 0.676983 0.0 0.0 0.2 -1.375
C -0.770626 2.741408 1.335487 0.1 0.2 0.0 -0.064
C -2.956368 0.826196 3.426183 -0.4 -0.5 -0.2 1.286
C -4.074033 0.083500 3.799466 0.1 0.0 -0.2 -0.423
C -4.892933 0.552510 4.813960 -0.1 0.0 0.1 -0.760
C -4.598718 1.747820 5.449280 0.0 -0.1 -0.1 -0.660
C -3.492155 2.489315 5.062797 0.1 0.1 0.0 -0.855
C -2.667673 2.040580 4.049450 0.1 0.0 -0.1 -0.519
H 0.899031 -1.333589 4.203057 -0.1 0.0 0.0 0.591
H -0.817355 -1.653626 4.090623 0.1 -0.1 0.0 0.343
H 0.133895 -3.380589 2.745693 0.1 0.1 -0.1 0.726
H 1.454736 -2.343980 2.187846 -0.2 0.0 0.0 0.452
H 0.537071 -1.710691 -1.915010 0.2 -0.3 -0.1 -0.021
H 1.794959 -3.132450 -3.510317 0.0 0.1 -0.1 0.560
H 2.432120 -5.426296 -2.887968 0.0 -0.1 -0.1 0.478
H 1.728792 -6.366182 -0.723969 0.1 -0.1 0.1 0.500
H 0.483509 -4.976941 0.889859 0.0 -0.1 0.0 0.409
H -2.127696 -3.359018 -1.270092 0.0 -0.1 0.0 0.652
H -4.255603 -4.617915 -1.147900 0.0 0.0 -0.1 0.494
H -5.332183 -5.019041 1.032494 -0.1 0.0 0.0 0.455
H -4.353782 -4.038707 3.090970 -0.1 -0.1 0.1 0.523
H -2.291849 -2.768098 2.992068 0.1 0.0 0.1 0.331
H 0.587231 0.371316 2.282656 0.0 0.0 0.3 -0.606
H -0.203787 0.769944 3.844727 0.1 0.1 -0.3 0.933
H -3.412140 1.046835 -0.006030 0.2 0.2 0.0 0.616
H -3.637431 3.164169 -1.247823 0.0 0.0 0.0 0.561
H -2.109225 5.052253 -0.757129 0.0 0.1 0.0 0.524
H -0.329288 4.794426 0.931422 0.1 0.0 0.0 0.692
H 0.000616 2.669803 2.100958 -0.1 -0.1 -0.2 0.692
H -4.298828 -0.844819 3.289763 -0.1 0.0 0.0 0.425
H -5.762456 -0.014071 5.103922 -0.1 -0.1 0.0 0.468
H -5.231759 2.116460 6.240348 -0.1 0.0 0.1 0.440
H -3.270570 3.428308 5.545046 0.0 0.1 0.1 0.470
H -1.825844 2.649412 3.747824 0.1 0.0 0.0 0.299
C -0.206837 3.264740 -3.471962 -0.2 -0.3 0.2 -1.239
Sb 0.621122 1.984293 -1.963195 1.0 0.3 -0.4 -0.008
C 1.806455 3.442176 -0.901208 -0.1 -0.2 -0.1 -1.274
C 2.114694 0.873358 -3.136364 -0.3 0.1 0.2 -0.353
C 3.336879 1.704321 -3.228203 0.3 0.2 0.1 0.737
C 3.552975 2.451682 -4.387886 0.0 -0.1 0.1 -1.005
C 4.641425 3.292140 -4.515781 0.0 0.1 0.1 -0.768
C 5.514895 3.429903 -3.449937 0.0 0.0 0.0 -0.804
C 5.298603 2.715882 -2.284747 -0.2 -0.1 -0.1 -0.934
C 4.224916 1.832098 -2.153846 0.1 0.2 -0.4 0.896
C 4.220111 1.024634 -0.889316 -0.4 -0.1 0.2 -1.571
Sb 2.538801 -0.030971 0.107586 1.4 -0.4 0.4 0.414
C 3.326073 0.288364 2.107781 -0.4 0.1 -0.2 -1.431
C 3.521680 -1.941666 -0.095985 -0.3 0.1 -0.1 -1.435
H -1.020859 3.873421 -3.084408 0.0 0.0 0.1 0.445
H -0.561407 2.661500 -4.304928 0.0 -0.1 0.1 0.456
H 0.606603 3.907762 -3.803808 0.1 0.0 0.1 0.456
H 2.691318 3.664901 -1.486374 0.1 0.0 -0.1 0.635
H 2.114445 3.094209 0.086354 -0.1 0.0 0.0 0.299
H 1.237671 4.357956 -0.790473 -0.2 0.1 0.0 0.570
H 1.660420 0.728710 -4.119907 -0.1 -0.1 0.2 1.004
H 2.291873 -0.109644 -2.679272 -0.2 0.2 -0.1 0.058
H 2.864286 2.349140 -5.212330 -0.1 0.0 -0.1 0.509
H 4.805626 3.837135 -5.432422 0.0 0.0 -0.1 0.447
H 6.363383 4.089517 -3.520392 0.1 0.1 0.0 0.458
H 5.985639 2.836776 -1.462584 0.1 0.0 0.1 0.503
H 4.624994 1.645877 -0.086601 -0.1 -0.2 0.0 0.637
H 4.902281 0.180412 -1.033531 -0.1 -0.1 0.2 0.697
H 4.403066 0.408401 1.998155 0.0 0.0 -0.1 0.596
H 3.145137 -0.595048 2.718154 -0.1 0.0 0.0 0.373
H 2.918832 1.167981 2.606183 0.0 0.0 -0.1 0.456
H 4.432468 -1.899732 0.499867 0.0 0.2 0.0 0.656
H 3.780209 -2.103621 -1.140980 0.0 0.1 0.0 0.524
H 2.900872 -2.767433 0.236885 0.0 0.0 0.1 0.377
C -2.978584 -0.729506 -3.278809 -0.1 -0.1 0.1 -1.516
C -1.674700 -0.360130 -2.672178 0.5 0.0 -2.7 0.608
O -0.676060 -0.058256 -3.301256 -0.8 -0.2 0.2 -0.428
O -1.614322 -0.338078 -1.351420 -0.7 -0.4 0.6 0.593
H -3.566225 0.180442 -3.417333 0.0 0.1 0.0 0.362
H -3.539581 -1.405341 -2.637450 0.0 0.0 0.0 0.337
H -2.819059 -1.163776 -4.261754 0.1 0.0 0.0 0.424
```
Positions in Å, forces in eV/Å.

* ΔE to the lowest compared entry with this formula, charge and spin: 164.5 kJ/mol
* total charge: +3
* strongest force on any atom: 2.73 eV Å⁻¹
* energy: -102150.26471 eV
* HOMO-LUMO gap: 5.55 eV